Entry 1:
DFT (wB97M-V/def2-TZVPD) results for a molecular structure, C35H23Br2I2N4O3RbS.

F_max ... 0.4 eV/A
LUMO energy ... 3.59 eV
Frontier orbital gap ... 5.94 eV
Net charge ... -2
Electronic energy ... -216549.6592 eV
Energy relative to the best compared isomer or geometry (same formula, charge and spin) ... 0.014 eV
M ... 1078.74 g/mol

Last column: Mulliken charge in e.
Element x y z (Å)
Rb -1.580 0.963 -1.761  0.800
Br -7.288 0.941 -2.099  -0.253
C -6.334 0.449 -0.525  -0.130
C -7.046 0.294 0.658  -0.330
C -6.403 -0.052 1.819  -0.007
Br -7.441 -0.238 3.416  -0.321
C -5.007 -0.274 1.836  0.971
C -4.266 -0.637 2.981  -0.815
C -2.919 -0.848 2.882  -0.759
C -2.304 -0.707 1.629  -0.490
N -2.960 -0.364 0.549  0.421
C -4.284 -0.127 0.619  -0.391
C -4.928 0.294 -0.642  0.372
O -4.274 0.475 -1.689  -0.729
H -8.116 0.452 0.658  0.387
H -4.776 -0.740 3.930  0.272
H -2.328 -1.120 3.749  0.476
H -1.236 -0.871 1.520  0.399
C 5.138 1.115 1.885  -1.155
C 4.277 1.043 0.651  0.643
C 2.926 0.730 0.758  -0.786
C 2.123 0.657 -0.365  -0.297
C 2.666 0.898 -1.620  -0.020
C 4.012 1.197 -1.749  -0.451
C 4.811 1.272 -0.614  -0.766
S 1.607 0.845 -3.060  1.315
O 0.734 2.005 -2.949  -0.893
O 2.488 0.841 -4.215  -0.833
N 0.679 -0.402 -2.890  0.023
C 1.123 -1.688 -2.856  -0.014
C 2.415 -2.143 -3.097  -0.532
C 2.743 -3.504 -2.993  -0.794
C 1.815 -4.451 -2.655  -0.945
C 0.484 -4.046 -2.403  1.424
C -0.537 -4.950 -2.034  -0.680
C -1.800 -4.491 -1.789  -0.728
C -2.051 -3.109 -1.917  -0.307
N -1.133 -2.244 -2.262  -0.116
C 0.127 -2.678 -2.503  -0.002
H 4.575 1.504 2.737  -0.030
H 6.007 1.754 1.725  0.363
H 5.502 0.120 2.157  0.312
H 2.485 0.574 1.737  0.630
H 1.075 0.429 -0.250  0.496
H 4.415 1.379 -2.737  0.509
H 5.861 1.524 -0.713  0.323
H 3.176 -1.431 -3.387  0.434
H 3.767 -3.805 -3.188  0.359
H 2.077 -5.500 -2.572  0.323
H -0.296 -6.004 -1.945  0.370
H -2.600 -5.159 -1.496  0.375
H -3.040 -2.707 -1.718  0.447
I -2.082 4.765 -4.766  0.054
C -1.028 3.059 -5.456  -0.306
I -2.277 1.403 -5.902  0.070
H -0.329 2.765 -4.679  -0.129
H -0.516 3.337 -6.368  0.400
N 3.880 1.210 7.170  -0.630
C 3.211 1.426 6.256  0.166
C 2.385 1.693 5.126  0.713
C 2.768 2.647 4.174  -0.853
C 1.972 2.905 3.081  -0.180
C 0.750 2.225 2.881  0.574
C 0.386 1.263 3.850  -0.467
C 1.179 1.004 4.945  -0.562
C -0.042 2.454 1.736  -0.547
C -0.732 2.573 0.714  -1.007
H 3.702 3.179 4.308  0.401
H 2.276 3.631 2.340  0.450
H -0.546 0.730 3.710  0.533
H 0.879 0.263 5.675  0.448


Entry 2:
DFT (wB97M-V/def2-TZVPD) results for a molecular structure, C35H23ClF6N5NaO7S2.

F_max ... 0.6 eV/A
LUMO energy ... 3.88 eV
Frontier orbital gap ... 5.97 eV
Net charge ... -2
Electronic energy ... -113369.4544 eV
M ... 862.16 g/mol

Last column: Mulliken charge in e.
Element x y z (Å)
Na 1.286 0.054 -1.238  1.005
C 1.773 -2.932 -0.191  -1.120
O 1.645 -1.627 0.363  1.106
C 1.876 -1.444 1.677  0.481
C 2.484 -2.387 2.498  -0.712
C 2.674 -2.103 3.847  -0.943
C 2.268 -0.888 4.373  -0.776
C 1.656 0.050 3.549  -0.431
C 1.446 -0.217 2.206  0.118
N 0.798 0.662 1.291  0.307
N 0.033 1.465 1.893  -0.112
C -0.714 2.361 1.171  -0.600
C -0.809 2.384 -0.265  0.342
O -0.245 1.601 -1.050  -0.553
C -1.676 3.430 -0.823  -0.712
C -2.396 4.272 -0.061  -1.126
C -2.361 4.201 1.373  1.397
C -3.165 5.042 2.156  -0.791
C -3.164 4.961 3.530  -0.617
C -2.327 4.014 4.140  -0.710
C -1.526 3.185 3.393  -0.601
C -1.516 3.241 1.978  0.948
H 2.816 -3.258 -0.176  0.375
H 1.142 -3.632 0.364  0.405
H 1.423 -2.840 -1.216  -0.172
H 2.811 -3.332 2.088  0.445
H 3.156 -2.838 4.482  0.369
H 2.428 -0.665 5.422  0.364
H 1.320 1.002 3.937  0.377
H -1.711 3.455 -1.906  0.459
H -3.040 5.017 -0.522  0.274
H -3.800 5.762 1.648  0.346
H -3.792 5.612 4.125  0.366
H -2.307 3.929 5.221  0.380
H -0.898 2.454 3.882  0.264
Cl -2.982 -3.286 -7.012  -0.313
C -2.015 -2.686 -5.667  0.185
C -0.635 -2.522 -5.831  -0.739
C 0.141 -2.053 -4.804  -0.517
C -0.414 -1.728 -3.518  -0.615
O 0.277 -1.331 -2.554  0.037
C -1.853 -1.903 -3.394  0.965
C -2.569 -1.501 -2.197  -0.549
N -2.043 -1.103 -1.105  0.057
C -2.832 -0.484 -0.151  0.087
C -3.728 0.506 -0.480  -0.209
C -4.372 1.278 0.510  -0.715
C -4.104 1.085 1.829  -0.895
C -3.191 0.070 2.218  1.846
C -2.846 -0.146 3.570  -0.709
C -1.971 -1.142 3.885  -0.613
C -1.447 -1.929 2.837  -0.383
N -1.720 -1.749 1.573  -0.475
C -2.573 -0.743 1.242  -0.347
C -2.611 -2.371 -4.470  -0.975
H -0.182 -2.771 -6.784  0.405
H 1.212 -1.937 -4.930  0.438
H -3.669 -1.510 -2.304  0.307
H -3.862 0.759 -1.524  0.476
H -5.039 2.075 0.202  0.292
H -4.534 1.719 2.596  0.233
H -3.272 0.496 4.334  0.394
H -1.662 -1.333 4.905  0.390
H -0.756 -2.732 3.077  0.447
H -3.685 -2.480 -4.354  0.363
F 6.394 0.216 -0.422  -0.238
C 5.095 0.465 -0.246  0.603
F 4.996 1.585 0.475  -0.258
F 4.564 -0.530 0.463  -0.207
S 4.201 0.697 -1.871  1.133
O 3.086 1.528 -1.509  -0.667
O 5.220 1.195 -2.749  -0.701
N 3.572 -0.689 -2.271  -0.227
S 4.456 -1.933 -2.715  0.982
O 3.584 -3.050 -2.906  -0.623
O 5.669 -2.087 -1.963  -0.694
C 5.025 -1.541 -4.448  0.573
F 5.181 -2.686 -5.133  -0.246
F 4.116 -0.806 -5.089  -0.215
F 6.195 -0.905 -4.478  -0.233


Entry 3:
DFT (wB97M-V/def2-TZVPD) results for a molecular structure, C35H24BrClF6INO4PRuS2.

F_max ... 0.1 eV/A
Multiplicity ... 2
LUMO energy (spin up / spin down) ... -0.20 / -0.53 eV
Frontier orbital gap (spin up / spin down) ... 7.38 / 7.05 eV
Net charge ... 0
Electronic energy ... -186875.4627 eV
Energy relative to the best compared isomer or geometry (same formula, charge and spin) ... 0.267 eV
M ... 1075.01 g/mol

Last column: Mulliken spin population.
Element x y z (Å)
Ru 1.099 0.278 -0.180  0.043
F 2.022 -3.318 2.604  0.000
C 1.952 -3.953 1.442  0.000
F 2.863 -4.918 1.413  0.000
F 0.739 -4.495 1.314  0.000
S 2.234 -2.782 0.049  0.000
O 2.199 -3.582 -1.129  0.000
O 1.135 -1.836 0.270  0.001
N 3.644 -2.175 0.297  0.001
S 3.912 -0.816 1.053  -0.004
O 3.280 0.322 0.387  0.008
O 3.852 -0.872 2.475  0.000
C 5.682 -0.610 0.593  -0.002
F 5.822 -0.554 -0.727  -0.003
F 6.405 -1.612 1.072  0.000
F 6.113 0.534 1.121  0.000
Br 1.399 2.727 -0.405  -0.004
C 1.181 3.122 1.453  0.000
C 1.329 4.406 1.874  0.001
C 1.137 4.682 3.245  0.000
C 0.802 3.675 4.102  0.000
C 0.640 2.341 3.651  0.000
C 0.270 1.303 4.537  0.000
C 0.106 0.036 4.061  0.000
C 0.302 -0.257 2.694  0.000
C 0.673 0.695 1.774  -0.002
C 0.840 2.029 2.278  0.002
H 1.583 5.195 1.179  0.000
H 1.258 5.696 3.604  0.000
H 0.651 3.883 5.155  0.000
H 0.123 1.533 5.585  0.000
H -0.178 -0.764 4.734  0.000
H 0.151 -1.280 2.374  0.000
I 1.717 -0.201 -2.772  -0.037
C 0.345 -1.710 -3.245  0.013
C 0.896 -2.750 -3.938  -0.004
C 0.084 -3.737 -4.527  0.001
C -1.266 -3.604 -4.463  0.000
C -1.862 -2.539 -3.742  0.003
C -3.271 -2.419 -3.754  0.000
C -3.889 -1.420 -3.068  0.000
C -3.115 -0.578 -2.256  0.000
C -1.742 -0.651 -2.190  -0.001
P -1.078 0.229 -0.694  0.000
C -1.798 1.899 -0.848  -0.001
C -1.884 2.706 0.288  0.001
C -2.280 4.029 0.184  0.000
C -2.574 4.573 -1.059  0.000
C -2.468 3.786 -2.196  0.000
C -2.083 2.456 -2.092  0.000
C -2.100 -0.675 0.532  0.000
C -1.860 -2.047 0.630  0.000
C -2.538 -2.817 1.559  0.000
C -3.473 -2.229 2.401  0.000
C -3.736 -0.874 2.292  0.000
C -3.056 -0.099 1.359  0.000
C -1.062 -1.596 -3.028  0.008
H 1.970 -2.808 -4.052  0.002
H 0.542 -4.561 -5.057  0.000
H -1.918 -4.309 -4.963  0.000
H -3.842 -3.138 -4.328  0.000
H -4.965 -1.310 -3.087  0.000
H -3.634 0.119 -1.609  0.000
H -1.607 2.310 1.257  -0.001
H -2.341 4.640 1.076  0.000
H -2.877 5.608 -1.142  0.000
H -2.683 4.206 -3.170  0.000
H -1.999 1.854 -2.987  0.000
H -1.134 -2.517 -0.021  0.000
H -2.333 -3.878 1.626  0.000
H -4.000 -2.829 3.132  0.000
H -4.473 -0.409 2.934  0.000
H -3.290 0.953 1.286  0.000
Cl 5.234 1.260 -3.605  0.117
C 4.230 1.967 -2.442  0.802
H 3.648 2.821 -2.749  0.003
H 4.345 1.656 -1.417  0.050